[1]
{"formula": "C5H5BrO2", "method": "wB97M-V/def2-TZVPD", "species": ["C", "C", "C", "C", "C", "O", "O", "Br", "H", "H", "H", "H", "H"], "coordinates": [[0.320, -1.021, 0.320], [0.848, -0.852, -1.030], [-0.297, -0.173, 1.154], [0.811, 0.290, -1.735], [-1.446, 1.680, 0.308], [-0.385, 1.170, 0.964], [-2.234, 1.042, -0.287], [1.680, 0.549, -3.415], [0.389, -2.086, 0.787], [1.384, -1.820, -1.490], [-0.690, -0.337, 2.080], [-1.564, 2.771, 0.215], [0.366, 1.283, -1.555]], "forces_ev_per_angstrom": [[-0.751, -2.022, 1.731], [1.211, -1.003, -1.152], [1.388, -0.349, -2.409], [0.184, 0.370, -0.387], [0.314, 0.855, -0.463], [0.046, 2.452, -0.576], [-1.403, -1.647, -0.712], [-0.035, -0.508, 0.115], [-0.107, 1.952, -1.108], [-1.240, 2.529, 1.015], [-0.727, -1.536, 2.321], [1.042, 0.058, 0.938], [0.079, -1.151, 0.687]], "lowdin_charge": [-0.080, -0.194, -0.134, -0.578, -0.359, 0.006, 0.110, 0.648, 0.141, 0.149, 0.099, 0.154, 0.038], "smiles": "O=CO/C=C\\C=C\\Br", "total_charge": 0, "lumo_energy_ev": 0.32, "gap_ev": 9.28, "e_above_lowest_kj_mol": 145.7}

***

[2]
{"formula": "CH5PS2", "method": "wB97M-V/def2-TZVPD", "species": ["C", "P", "S", "S", "H", "H", "H", "H", "H"], "coordinates": [[0.391, 0.445, -1.738], [-1.125, -0.356, 2.739], [-0.118, 0.478, 0.036], [1.568, -0.641, -2.370], [-0.495, 0.506, -2.345], [-1.605, 0.855, 2.399], [-2.109, -0.643, 1.862], [1.119, 0.270, 0.741], [2.373, -0.914, -1.324]], "forces_ev_per_angstrom": [[0.061, -0.448, 2.569], [1.052, -0.896, 0.923], [2.026, -0.026, -0.578], [0.178, -0.349, -0.502], [-0.151, 0.194, -0.329], [-0.048, 2.165, 0.195], [-1.228, -1.410, -0.933], [-1.558, 0.362, -1.432], [-0.333, 0.407, 0.086]], "lowdin_charge": [-0.928, 0.554, 0.510, 0.666, -0.025, -0.279, -0.274, -0.088, -0.137], "total_charge": 0, "lumo_energy_ev": [-0.16, -1.20], "gap_ev": [8.26, 6.33], "e_above_lowest_kj_mol": 474.8}

***

[3]
{"formula": "C45H45As2N2O13PPbSbSe4", "method": "wB97M-V/def2-TZVPD", "species": ["Pb", "Se", "Sb", "Se", "Se", "Se", "O", "C", "O", "C", "C", "C", "C", "C", "C", "P", "C", "C", "C", "C", "C", "C", "C", "C", "C", "C", "C", "C", "H", "H", "H", "H", "H", "H", "H", "H", "H", "H", "H", "H", "H", "H", "O", "C", "O", "H", "C", "N", "N", "C", "O", "C", "C", "C", "C", "C", "C", "C", "C", "C", "H", "H", "H", "H", "H", "H", "H", "H", "H", "H", "H", "H", "C", "O", "C", "O", "C", "C", "As", "C", "C", "C", "As", "C", "C", "O", "O", "C", "C", "O", "O", "C", "C", "O", "O", "C", "H", "H", "H", "H", "H", "H", "H", "H", "H", "H", "H", "H", "H", "H", "H", "H", "H", "H"], "coordinates": [[-0.245, -0.102, 2.110], [-0.266, 4.788, 4.801], [2.058, 1.753, 5.468], [2.572, -0.214, 4.179], [-0.257, 2.508, 4.447], [-0.269, 1.445, 6.578], [-1.612, -2.709, 4.729], [-2.148, -1.765, 4.184], [-1.608, -0.630, 3.872], [-3.620, -1.841, 3.823], [-4.440, -2.645, 4.601], [-5.796, -2.745, 4.335], [-6.334, -2.055, 3.259], [-5.516, -1.269, 2.461], [-4.160, -1.141, 2.737], [-3.098, -0.074, 1.685], [-3.557, 1.594, 2.294], [-3.695, 1.808, 3.666], [-3.828, 3.094, 4.168], [-3.832, 4.184, 3.310], [-3.710, 3.982, 1.944], [-3.565, 2.696, 1.444], [-3.828, -0.103, -0.003], [-3.076, -0.737, -0.988], [-3.531, -0.810, -2.298], [-4.745, -0.239, -2.644], [-5.495, 0.422, -1.677], [-5.038, 0.490, -0.371], [-3.980, -3.193, 5.413], [-6.430, -3.363, 4.958], [-7.391, -2.129, 3.034], [-5.950, -0.765, 1.608], [-3.654, 0.968, 4.348], [-3.893, 3.246, 5.238], [-3.898, 5.188, 3.710], [-3.695, 4.828, 1.268], [-3.447, 2.545, 0.379], [-2.123, -1.174, -0.719], [-2.932, -1.319, -3.044], [-5.107, -0.301, -3.663], [-6.437, 0.887, -1.942], [-5.616, 1.036, 0.365], [-2.415, -2.882, 1.225], [-1.222, -3.097, 1.056], [-0.276, -2.233, 1.081], [-0.889, -4.121, 0.802], [1.984, 5.164, -1.881], [0.997, 4.244, -1.356], [1.135, 3.699, -0.087], [-0.101, 3.254, 0.377], [-0.246, 2.644, 1.429], [-1.033, 3.639, -0.657], [-0.332, 4.236, -1.651], [-0.822, 4.837, -2.922], [2.400, 3.331, 0.421], [2.655, 3.510, 1.775], [3.902, 3.163, 2.271], [4.891, 2.679, 1.425], [4.625, 2.514, 0.073], [3.370, 2.816, -0.433], [2.697, 5.408, -1.097], [1.500, 6.086, -2.203], [2.528, 4.729, -2.720], [-2.085, 3.431, -0.647], [-1.878, 4.604, -3.046], [-0.274, 4.449, -3.782], [-0.715, 5.924, -2.920], [1.883, 3.911, 2.421], [4.104, 3.278, 3.327], [5.861, 2.415, 1.826], [5.393, 2.141, -0.594], [3.141, 2.654, -1.479], [6.037, -1.703, -2.720], [4.751, -1.578, -2.105], [3.995, -0.573, -2.551], [4.321, 0.176, -3.443], [2.716, -0.372, -1.782], [1.562, -0.317, -2.479], [1.167, -1.950, -3.503], [2.771, -2.325, -4.563], [1.621, -3.072, -1.879], [2.220, -2.733, -0.739], [2.537, -0.912, 0.101], [4.396, -1.134, 0.682], [2.631, -3.723, 0.321], [2.575, -3.457, 1.491], [3.157, -4.845, -0.175], [3.475, -5.829, 0.817], [1.096, -4.464, -2.088], [0.640, -5.206, -1.267], [1.146, -4.758, -3.413], [0.585, -6.022, -3.782], [0.311, 0.300, -1.886], [0.079, 0.456, -0.715], [-0.592, 0.767, -2.765], [-0.331, 0.919, -4.158], [6.578, -2.421, -2.112], [6.548, -0.743, -2.737], [5.932, -2.068, -3.742], [3.131, -1.401, -5.011], [2.469, -3.023, -5.342], [3.550, -2.782, -3.957], [4.809, -2.097, 0.396], [4.362, -1.045, 1.767], [5.008, -0.334, 0.272], [3.837, -6.689, 0.261], [2.585, -6.084, 1.388], [4.239, -5.453, 1.495], [0.376, -5.956, -4.846], [-0.325, -6.215, -3.220], [1.305, -6.816, -3.587], [-1.008, 1.702, -4.491], [-0.555, -0.004, -4.692], [0.701, 1.220, -4.341]], "forces_ev_per_angstrom": [[0.113, -0.448, 0.112], [0.051, -0.189, -0.129], [-0.018, -0.027, -0.112], [0.004, -0.127, -0.075], [-0.126, 0.461, 0.311], [0.067, -0.028, -0.101], [0.081, -0.103, 0.102], [-0.172, 0.094, -0.169], [0.151, 0.003, 0.071], [-0.015, 0.035, -0.057], [-0.075, -0.013, -0.013], [0.027, 0.003, 0.003], [0.008, 0.007, -0.007], [-0.058, -0.059, 0.018], [0.114, -0.016, 0.029], [-0.177, 0.270, -0.179], [0.008, -0.064, 0.030], [-0.004, -0.011, 0.024], [-0.017, 0.012, -0.016], [-0.001, 0.022, 0.008], [0.002, -0.054, 0.005], [-0.051, 0.003, 0.020], [-0.124, -0.009, 0.073], [0.037, -0.057, -0.034], [-0.028, -0.005, 0.032], [0.008, -0.008, 0.037], [0.032, -0.006, -0.026], [0.021, 0.045, 0.018], [0.003, -0.006, 0.007], [-0.003, -0.007, 0.006], [-0.012, -0.012, -0.009], [0.016, 0.009, 0.012], [-0.003, 0.011, -0.022], [0.002, 0.010, 0.004], [0.007, -0.009, -0.001], [0.004, 0.011, -0.010], [-0.067, -0.049, 0.060], [-0.011, -0.051, 0.036], [0.003, 0.017, -0.003], [-0.004, 0.007, -0.016], [-0.015, 0.000, -0.008], [-0.003, -0.016, 0.023], [-0.179, -0.033, 0.031], [-0.025, 0.044, -0.207], [0.275, 0.271, 0.103], [0.045, -0.028, 0.072], [-0.070, 0.149, 0.094], [0.103, -0.375, -0.192], [0.051, 0.188, 0.169], [-0.121, 0.017, -0.105], [-0.018, -0.057, 0.012], [0.071, -0.002, 0.028], [-0.036, 0.093, -0.099], [-0.029, -0.012, 0.011], [-0.099, 0.015, -0.064], [0.059, -0.058, -0.007], [-0.029, -0.022, -0.010], [-0.024, -0.028, -0.002], [0.019, -0.029, 0.025], [0.042, -0.018, 0.008], [-0.006, 0.006, -0.005], [0.016, 0.009, -0.014], [0.013, 0.009, 0.003], [0.042, 0.022, -0.042], [-0.002, -0.003, -0.007], [0.009, -0.003, -0.002], [0.004, 0.004, 0.009], [-0.020, 0.021, 0.029], [-0.003, 0.009, 0.021], [0.018, 0.006, -0.002], [0.004, -0.034, -0.011], [0.014, 0.003, -0.001], [-0.036, -0.027, 0.006], [0.089, 0.051, -0.097], [-0.434, 0.065, 0.169], [0.102, -0.096, 0.128], [0.355, 0.156, -0.202], [-0.268, -0.088, 0.010], [-0.214, 0.048, 0.217], [0.079, -0.019, -0.036], [-0.195, -0.085, -0.188], [0.083, 0.117, 0.353], [-0.043, -0.086, 0.007], [0.013, -0.053, 0.068], [-0.239, 0.310, -0.147], [0.061, -0.086, 0.031], [0.113, -0.087, -0.036], [0.010, 0.005, -0.017], [0.234, 0.224, -0.006], [-0.040, -0.001, -0.042], [-0.055, -0.091, 0.033], [0.028, 0.020, -0.035], [0.334, -0.093, 0.023], [0.038, -0.055, -0.154], [-0.124, 0.053, 0.026], [0.080, 0.021, 0.081], [0.031, -0.012, -0.023], [0.005, 0.002, 0.016], [0.009, 0.008, -0.012], [-0.001, -0.020, -0.020], [-0.002, -0.007, 0.019], [0.002, 0.010, -0.021], [0.022, 0.008, -0.014], [0.027, 0.015, -0.001], [0.026, 0.062, -0.002], [0.016, -0.022, 0.029], [-0.005, -0.005, -0.004], [-0.005, -0.008, 0.003], [0.012, -0.023, -0.007], [-0.016, 0.011, -0.001], [-0.017, -0.016, 0.020], [-0.005, 0.003, -0.026], [0.021, -0.006, -0.026], [0.004, -0.017, -0.023]], "lowdin_charge": [1.230, -0.162, 0.273, -0.258, -0.310, -0.009, 0.067, -0.630, -0.341, -0.139, -0.017, -0.084, -0.090, -0.072, -0.274, 1.077, -0.339, -0.100, -0.102, -0.106, -0.083, -0.120, -0.326, -0.086, -0.083, -0.098, -0.091, -0.113, 0.116, 0.095, 0.094, 0.084, 0.106, 0.108, 0.098, 0.099, 0.078, 0.082, 0.099, 0.094, 0.096, 0.104, -0.031, -0.521, -0.295, 0.124, -0.008, -0.070, 0.064, -0.413, -0.147, 0.073, -0.273, -0.014, -0.191, 0.009, -0.078, -0.086, -0.099, -0.042, 0.098, 0.086, 0.089, 0.095, 0.086, 0.082, 0.080, 0.088, 0.088, 0.104, 0.101, 0.108, -0.027, -0.093, -0.570, 0.097, -0.301, -0.336, 1.349, -0.281, -0.233, -0.211, 1.358, -0.271, -0.551, 0.104, -0.039, -0.026, -0.517, 0.133, -0.124, -0.037, -0.522, -0.025, -0.055, -0.087, 0.096, 0.096, 0.092, 0.028, 0.019, 0.026, 0.028, -0.013, 0.015, 0.091, 0.105, 0.096, 0.090, 0.094, 0.096, 0.089, 0.054, 0.091], "total_charge": -1, "lumo_energy_ev": 0.93, "gap_ev": 5.07}

***

What is the formula in the second record? CH5PS2